The following is a DFT calculation (ωB97M-V/def2-TZVPD) of a single C6H10O molecule.

Gap between HOMO and LUMO = 8.449 eV
ΔE to the lowest compared entry with this formula, charge and spin = 116.2 kcal per mole
Maximum force = 2.857 eV/A
Calculated total energy = -309.65720 hartree
Total charge = 0

XYZ file:
```
17
Properties=species:S:1:pos:R:3:forces:R:3:mulliken_charge:R:1
H -2.6496 0.6450 1.2847 -0.261 0.377 0.268 0.25
H -3.5333 -0.3611 0.1627 -0.283 0.427 -0.378 0.33
H 2.4258 -0.6346 1.0462 -0.120 -0.146 0.132 0.32
H -0.1557 -1.1447 1.1152 0.012 -0.111 0.066 0.39
H 2.4639 -1.1019 -0.6616 0.260 -0.275 -0.050 0.32
C 2.2770 -0.2848 0.0274 0.691 -0.569 -0.146 -1.52
C 0.5890 1.2083 -1.1176 1.686 2.253 -0.497 -0.86
C -2.5930 -0.2622 0.6822 -0.232 -0.746 0.868 -1.09
H 3.0096 0.4956 -0.1454 0.026 0.176 -0.136 0.40
H 1.3694 1.7609 -1.6002 0.972 0.053 0.189 0.35
H -0.3316 -1.5130 -0.6097 -0.121 -0.072 -0.046 0.28
H -0.2382 1.2574 -1.7874 -1.278 -0.044 0.868 0.27
C 0.9054 0.2107 -0.1809 0.459 -1.967 0.694 1.27
C -0.2563 -0.6906 0.1175 0.481 -0.466 0.582 -0.25
O 0.6675 1.4383 0.4085 -1.315 1.576 -1.608 -0.55
H -2.4950 -1.1004 1.3666 0.074 -0.456 0.393 0.33
C -1.4547 0.0772 -0.1083 -1.052 -0.009 -1.198 -0.23
```
Forces are in eV/Å.